{
  "formula": "C24H28N2O4",
  "method": "ωB97M-V/def2-TZVPD",
  "total_energy_ha": -1341.80839,
  "gap_ha": 0.323,
  "relative_energy_kcal_mol": 71.08,
  "e_homo_ev": -8.18,
  "species": ["C", "C", "O", "C", "C", "C", "N", "C", "C", "C", "C", "C", "C", "C", "C", "C", "C", "O", "C", "C", "O", "C", "N", "C", "C", "O", "C", "C", "C", "C", "H", "H", "H", "H", "H", "H", "H", "H", "H", "H", "H", "H", "H", "H", "H", "H", "H", "H", "H", "H", "H", "H", "H", "H", "H", "H", "H", "H"],
  "xyz": [[-1.3979, -3.7425, -0.1563], [-2.8301, -3.2795, -0.0076], [-3.7350, -4.0930, 0.0668], [-3.0718, -1.8459, 0.0262], [-4.3494, -1.2963, -0.0214], [-5.6466, -2.0039, -0.1281], [-4.2678, 0.0619, -0.0224], [-5.3401, 0.9719, -0.0852], [-6.3630, 0.9210, 0.8554], [-7.4065, 1.8262, 0.7861], [-7.4321, 2.7870, -0.2110], [-6.4106, 2.8406, -1.1449], [-5.3667, 1.9355, -1.0879], [-2.9389, 0.4311, 0.0349], [-2.3831, 1.7005, 0.1041], [-1.0144, 1.7993, 0.1827], [-0.2085, 0.6504, 0.2068], [1.1360, 0.9007, 0.2852], [2.0331, -0.1883, 0.3246], [3.4423, 0.4106, 0.4131], [3.5438, 1.2337, 1.5504], [4.5022, -0.7060, 0.5131], [5.8502, -0.3601, 0.1355], [6.0478, -0.0958, -1.2773], [7.5538, -0.0227, -1.5408], [8.1593, 0.9889, -0.7728], [7.9371, 0.7671, 0.6020], [6.4437, 0.7064, 0.9234], [-0.7632, -0.6155, 0.1609], [-2.1511, -0.7397, 0.0707], [-0.9227, -3.2481, -0.9996], [-1.3905, -4.8189, -0.3110], [-0.8457, -3.5155, 0.7531], [-6.4094, -1.3617, -0.5644], [-5.9809, -2.3350, 0.8553], [-5.5195, -2.9009, -0.7301], [-6.3299, 0.1813, 1.6404], [-8.1993, 1.7839, 1.5176], [-8.2467, 3.4934, -0.2601], [-6.4289, 3.5867, -1.9251], [-4.5745, 1.9613, -1.8212], [-3.0031, 2.5837, 0.1051], [-0.5293, 2.7607, 0.2333], [1.8449, -0.8101, 1.2104], [1.9400, -0.8032, -0.5797], [3.6090, 1.0092, -0.4968], [2.7616, 1.7998, 1.5671], [4.5273, -1.0365, 1.5551], [4.1914, -1.5457, -0.1147], [5.6119, -0.9115, -1.8583], [5.5904, 0.8560, -1.5972], [7.7539, 0.2234, -2.5853], [8.0058, -0.9965, -1.2989], [8.4138, 1.5972, 1.1256], [8.4097, -0.1795, 0.9046], [6.2967, 0.4859, 1.9809], [5.9855, 1.6830, 0.7040], [-0.1344, -1.4859, 0.2038]],
  "atomic_forces_ev_per_a": [[-0.221, -0.248, -0.026], [0.202, -0.175, -0.041], [0.024, -0.099, 0.044], [-0.537, 0.387, 0.071], [0.187, -0.444, -0.089], [-0.142, -0.065, -0.140], [0.079, -0.301, 0.031], [-0.481, 0.386, -0.016], [0.189, 0.010, -0.046], [-0.060, 0.005, -0.008], [-0.046, 0.043, -0.004], [-0.022, 0.055, 0.000], [0.037, -0.169, 0.054], [0.695, -0.187, 0.071], [0.054, 0.010, 0.021], [0.086, -0.056, 0.002], [-0.116, 0.034, 0.028], [-0.074, 0.100, -0.005], [0.485, -0.072, -0.002], [-0.273, -0.490, -0.374], [-0.017, 0.189, 0.316], [-0.340, 0.336, 0.026], [0.075, 0.040, -0.069], [0.366, -0.031, 0.007], [-0.293, -0.143, -0.255], [0.033, 0.162, -0.064], [-0.195, 0.043, 0.342], [0.412, -0.003, -0.093], [0.382, 0.132, 0.014], [-0.365, 0.405, -0.070], [0.122, 0.092, -0.038], [-0.025, 0.005, 0.011], [0.123, 0.075, 0.063], [-0.035, 0.003, 0.021], [-0.064, -0.047, 0.026], [-0.045, 0.049, 0.046], [0.027, -0.078, 0.072], [-0.060, -0.007, 0.061], [-0.069, 0.061, -0.002], [0.000, 0.054, -0.066], [0.074, -0.014, -0.060], [-0.024, 0.089, -0.005], [0.049, 0.123, 0.007], [-0.021, 0.011, -0.059], [-0.017, 0.036, 0.051], [-0.017, -0.106, 0.063], [0.053, 0.002, -0.012], [-0.124, -0.072, -0.016], [-0.039, -0.037, 0.038], [-0.004, 0.013, -0.050], [-0.014, -0.054, -0.021], [-0.025, -0.073, 0.040], [-0.046, 0.057, -0.054], [-0.026, -0.076, 0.032], [-0.025, 0.079, 0.016], [0.006, 0.066, 0.049], [0.016, -0.022, 0.066], [0.084, -0.086, -0.005]],
  "mulliken_charge": [-1.47, 1.03, -0.67, -0.35, 0.62, -1.65, 0.37, -0.33, 0.03, -0.78, -0.39, -0.84, -0.18, -0.47, -0.49, -0.93, 0.48, -0.40, -0.88, 0.65, -0.59, -1.44, 0.07, -0.44, -0.74, -0.38, -0.73, -0.43, 0.60, 0.00, 0.43, 0.39, 0.36, 0.39, 0.28, 0.48, 0.46, 0.38, 0.40, 0.37, 0.54, 0.51, 0.43, 0.45, 0.50, 0.06, 0.35, 0.45, 0.38, 0.41, 0.27, 0.37, 0.37, 0.35, 0.37, 0.42, 0.28, 0.30]
}